(1)
Formula: C5H12N3
Source: the OMol25 dataset
Level of theory: ωB97M-V with the def2-TZVPD basis set

CARTESIAN COORDINATES (ANGSTROEM)
C: 3.131 0.094 0.324
C: -2.801 0.703 -0.462
C: -1.595 0.689 0.440
C: -1.044 -0.739 0.695
C: 0.030 -1.192 -0.264
N: 2.131 -0.692 -0.058
N: 0.994 -0.230 -0.409
N: 3.685 1.136 -0.202
H: -3.656 -0.066 0.092
H: -3.302 1.633 -0.496
H: -2.571 0.449 -1.514
H: -0.702 1.196 -0.181
H: -1.867 1.215 1.443
H: -0.665 -0.764 1.742
H: -1.831 -1.489 0.747
H: -0.370 -1.405 -1.355
H: 0.470 -2.142 0.032
H: 2.312 -1.758 0.197
H: 4.038 1.836 0.439
H: 3.612 1.525 -1.207

Properties
E_tot in eV: -9837.9447
Energy relative to the best compared isomer or geometry (same formula, charge and spin) in kJ/mol: 604.7
Total charge: +1
LUMO energy (spin up / spin down) in eV: -5.99 / -5.75
Frontier orbital gap (spin up / spin down) in eV: 7.8 / 8.2

(2)
Formula: C5H12N3
Source: the OMol25 dataset
Level of theory: ωB97M-V with the def2-TZVPD basis set

CARTESIAN COORDINATES (ANGSTROEM)
C: -1.578 -0.863 2.902
C: -0.861 -0.730 1.950
C: 0.260 -0.610 1.031
C: -0.017 0.378 -0.160
N: -0.580 1.629 0.254
N: -1.133 -0.318 -0.979
C: 1.151 0.658 -1.025
N: 1.484 -0.572 -1.819
H: -2.212 -1.293 3.643
H: 0.334 -1.573 0.516
H: 1.008 -0.258 1.728
H: 0.135 2.278 0.587
H: -1.240 1.586 1.083
H: -1.765 -0.781 -0.214
H: -0.404 -0.903 -1.575
H: -1.714 0.478 -1.536
H: 1.119 1.404 -1.854
H: 1.994 1.031 -0.436
H: 2.002 -0.263 -2.713
H: 2.018 -1.277 -1.383

Properties
SMILES string: C#CC[C@](N)([NH3+])CN
E_tot in eV: -9840.8346
Energy relative to the best compared isomer or geometry (same formula, charge and spin) in kJ/mol: 325.9
Total charge: +1
LUMO energy in eV: -3.06
Frontier orbital gap in eV: 11.0

(3)
Formula: C5H12N3
Source: the OMol25 dataset
Level of theory: ωB97M-V with the def2-TZVPD basis set

CARTESIAN COORDINATES (ANGSTROEM)
C: -1.203 -0.538 -0.819
C: -1.237 -1.006 0.436
C: -0.793 0.855 -0.960
C: 1.174 0.484 -2.431
C: 0.244 -0.729 2.441
N: -0.327 1.150 1.010
N: 0.151 1.221 -1.794
N: -0.860 -0.059 1.538
H: -1.613 -1.179 -1.594
H: -1.383 -1.986 0.806
H: -1.464 1.639 -0.703
H: 0.888 -0.241 -3.096
H: 1.576 1.229 -3.106
H: 2.075 0.220 -1.668
H: 1.095 -1.055 1.949
H: 0.602 0.000 3.069
H: -0.261 -1.652 2.951
H: 0.666 1.319 1.103
H: 0.444 2.176 -1.649
H: -1.790 0.168 2.070

Properties
E_tot in eV: -9838.9883
Energy relative to the best compared isomer or geometry (same formula, charge and spin) in kJ/mol: 504.0
Total charge: +1
LUMO energy in eV: -3.22
Frontier orbital gap in eV: 9.5

(4)
Formula: C5H12N3
Source: the OMol25 dataset
Level of theory: ωB97M-V with the def2-TZVPD basis set

CARTESIAN COORDINATES (ANGSTROEM)
C: -1.258 1.554 -1.296
C: 0.572 1.049 1.516
C: -0.758 -1.001 -0.958
C: 0.859 0.231 -1.593
C: -0.540 0.450 -1.178
N: 0.329 -0.180 1.525
N: 0.160 -0.987 2.657
N: 0.763 -1.009 -0.825
H: -2.311 1.616 -1.152
H: -0.805 2.509 -1.419
H: 0.507 1.626 2.501
H: 0.733 1.503 0.587
H: -1.271 -1.304 0.017
H: -1.141 -1.620 -1.885
H: 0.840 -0.211 -2.663
H: 1.695 0.839 -1.319
H: 0.220 -0.551 3.594
H: -0.576 -1.686 2.518
H: 0.811 -0.847 0.388
H: 1.172 -1.982 -1.016

Properties
E_tot in eV: -9839.3593
Energy relative to the best compared isomer or geometry (same formula, charge and spin) in kJ/mol: 468.2
Total charge: +1
LUMO energy in eV: -3.06
Frontier orbital gap in eV: 10.6

(5)
Formula: C5H12N3
Source: the OMol25 dataset
Level of theory: ωB97M-V with the def2-TZVPD basis set

CARTESIAN COORDINATES (ANGSTROEM)
C: -1.807 1.004 1.068
C: -1.607 -0.304 0.350
C: -2.749 -1.080 -0.229
N: -0.421 -0.653 0.159
C: 0.860 -0.531 0.524
N: 1.770 -0.055 -0.285
C: 3.167 0.157 -0.101
N: 1.050 0.534 -1.483
H: -2.310 1.725 0.468
H: -0.737 1.384 1.226
H: -2.370 0.789 2.049
H: -2.949 -0.748 -1.227
H: -3.588 -0.955 0.514
H: -2.512 -2.068 -0.504
H: 1.281 -1.045 1.477
H: 3.351 1.272 0.151
H: 3.432 -0.399 0.873
H: 3.682 -0.174 -1.051
H: 0.962 -0.248 -2.229
H: 1.494 1.395 -1.751

Properties
SMILES string: CC(C)=N/C=[N+](/C)N
E_tot in eV: -9841.1290
Energy relative to the best compared isomer or geometry (same formula, charge and spin) in kJ/mol: 297.4
Total charge: +1
LUMO energy in eV: -3.36
Frontier orbital gap in eV: 10.3

(6)
Formula: C5H12N3O
Source: the OMol25 dataset
Level of theory: ωB97M-V with the def2-TZVPD basis set

CARTESIAN COORDINATES (ANGSTROEM)
C: -1.427 1.282 0.980
C: -1.642 0.063 0.561
C: 0.660 1.786 -0.162
C: -1.885 -2.310 0.226
C: 3.662 -1.423 -0.136
N: -0.426 2.144 0.659
N: 0.096 1.237 -1.341
N: -2.226 -0.902 0.049
O: 2.925 -1.058 0.709
H: -2.037 1.581 1.754
H: 1.227 2.752 -0.360
H: 1.286 0.893 0.325
H: -2.739 -3.035 -0.011
H: -0.995 -2.483 -0.293
H: -1.715 -2.553 1.255
H: 3.986 -0.930 -1.078
H: 4.361 -2.375 0.012
H: -0.315 3.039 1.331
H: 0.788 1.261 -2.065
H: -2.925 -0.823 -0.706
H: -0.662 1.852 -1.709

Properties
E_tot in eV: -11887.3254
Energy relative to the best compared isomer or geometry (same formula, charge and spin) in kJ/mol: 466.4
Total charge: +1
LUMO energy in eV: -3.62
Frontier orbital gap in eV: 9.1